[1]
8
Properties=species:S:1:pos:R:3:forces:R:3 method="wB97M-V/def2-TZVPD" multiplicity=1 charge=0 e_tot_ha=-1376.8076 orbital_gap_ev="7.74 / 4.70" homo_energy_ha="-0.3637 / -0.3007"
C 0.4671 0.7493 -0.1670 2.13 0.40 -2.00
O -0.7609 0.2306 -0.5573 -1.82 -1.26 0.57
P -1.6141 -0.6401 0.5161 1.11 0.67 -0.78
Cl 2.2576 -1.2233 1.1640 -0.32 -0.17 -0.07
Cl -2.7992 -1.6323 -0.7468 -0.09 -0.05 -0.05
H 0.6445 1.7194 -0.7483 -0.04 -1.60 0.71
H 1.2719 -0.1100 -0.3255 -0.91 1.48 0.00
H 0.5331 0.9065 0.8647 -0.06 0.53 1.62

---

[2]
8
Properties=species:S:1:pos:R:3:forces:R:3 method="wB97M-V/def2-TZVPD" multiplicity=1 charge=0 smiles="CP(=O)(Cl)Cl" e_tot_ha=-1376.8724 orbital_gap_ev=10.08 homo_energy_ha=-0.3588
C 0.2552 0.7314 0.6501 1.71 -0.37 0.40
P -0.2206 -0.5872 -0.4657 2.48 -7.43 2.23
O 0.4656 -2.2679 -0.0933 -2.79 7.57 -1.55
Cl 0.2250 0.0048 -2.2868 0.18 0.23 -0.72
Cl -2.1941 -0.6568 -0.4133 -0.66 -0.03 -0.04
H 0.7424 0.1356 1.4550 -0.81 0.51 0.08
H 1.1704 1.1117 0.1561 -0.59 0.47 0.15
H -0.4438 1.5285 0.9979 0.47 -0.95 -0.55